47
Properties=species:S:1:pos:R:3:forces:R:3:lowdin_charge:R:1 method="wB97M-V/def2-TZVPD" smiles=CNC[C@H]1CC[C@@H]2[C@H](O1)c1cc(Br)cc(F)c1N[C@H]2c1ccccc1 energy_ev=-98884.2751
F 0.45529 -2.75287 3.73114 0.1023 0.2003 0.1209 0.078
Br -0.63672 -5.43148 -0.67533 0.0806 1.1070 0.5872 0.658
O -0.88616 0.07590 -1.39304 0.5576 0.6148 0.6539 -0.102
C 5.01639 1.63947 0.71272 0.4045 -0.4612 -0.4762 -0.102
C 4.53575 0.32809 0.79200 -0.9703 1.3671 0.5417 -0.063
C 4.17156 2.70122 0.94980 -0.0733 0.9034 -0.2013 -0.100
C -0.07534 -3.83282 1.69990 -0.3057 -0.1328 -0.8195 -0.050
C -0.32455 -2.51162 -0.32968 -0.2739 -0.3215 0.4844 -0.043
C 3.19276 0.10505 1.17892 0.8650 0.8121 0.2560 -0.014
C 2.84884 2.50155 1.30901 0.0181 -1.0044 -0.0601 -0.045
C 0.20474 -2.68011 2.41320 -0.1097 -1.1843 -1.6606 -0.212
C -0.35559 -3.77027 0.31266 0.4648 1.1653 0.1143 -0.628
C 0.33380 -1.46099 1.74124 0.0891 0.7601 1.3185 -0.188
C 0.00595 -1.34000 0.41024 -0.5429 -1.1196 -1.5171 -0.094
C 2.33990 1.20380 1.47621 0.7416 -0.5078 -0.4394 -0.161
N -2.57162 0.69642 -3.67032 0.1243 -0.0913 0.7198 -0.132
N 0.74626 -0.38243 2.48658 -0.2884 0.9752 0.3991 0.074
C -3.18635 -0.13445 -4.71593 -0.4377 0.5620 0.5516 -0.149
C -3.13342 0.51678 -2.28302 1.5068 -0.0526 -0.3239 -0.150
C -2.56462 0.67673 0.23690 -0.6000 0.7026 -0.2101 -0.135
C -1.56619 1.24991 1.24797 0.1010 -0.5178 0.1081 -0.137
C -2.05501 0.92505 -1.18614 -0.9033 -1.7745 -0.3392 -0.285
C -0.10295 1.19398 0.76131 0.0709 -1.3719 -0.6608 -0.178
C 0.09447 0.02350 -0.28862 -1.3140 -0.0159 0.4251 -0.159
C 0.89237 0.97553 1.92863 0.4634 -0.2236 0.0665 -0.210
H 6.04967 1.84002 0.39353 -0.4971 -0.2125 0.2674 0.108
H 5.24791 -0.44124 0.60434 0.0244 -0.8036 -0.1100 0.091
H 4.53069 3.73032 0.80972 -0.1156 -0.5012 0.1535 0.110
H -0.08240 -4.80656 2.15874 -0.0020 -0.0303 0.3848 0.104
H -0.59724 -2.39988 -1.38740 0.2300 -0.1283 0.5355 0.117
H 2.89166 -0.92567 1.33107 -0.2789 0.1763 -0.1005 0.108
H 2.21427 3.35538 1.42625 -0.3678 0.3461 0.2591 0.106
H -1.55329 0.52318 -3.68730 -0.9034 0.0449 0.4089 0.099
H 1.14006 -0.60272 3.39703 -0.1922 0.3928 -0.4228 0.149
H -4.27578 0.06000 -4.79039 0.5916 0.2379 -0.0919 0.079
H -3.11702 -1.19293 -4.49417 0.2185 -0.5393 -0.0317 0.061
H -2.69110 0.08746 -5.66914 -0.2793 -0.1059 0.1897 0.076
H -4.05009 1.12848 -2.17702 0.5350 -0.1012 0.0135 0.118
H -3.42667 -0.53587 -2.08158 0.2140 0.2871 -0.1034 0.118
H -3.55504 1.17452 0.37797 0.6467 -0.3641 -0.1197 0.130
H -2.71367 -0.38972 0.40916 0.0385 -0.0538 -0.2296 0.121
H -1.69049 0.73129 2.21061 0.1978 0.1302 -0.2313 0.123
H -1.81531 2.28258 1.40781 -0.0821 0.6054 0.2403 0.108
H -1.78762 1.96272 -1.31504 0.1759 0.4937 -0.1573 0.140
H 0.14904 2.11713 0.22923 0.0787 -0.0631 0.2434 0.147
H 1.09519 0.05630 -0.71788 -0.0912 0.4120 -0.3201 0.150
H 0.65766 1.72927 2.71811 0.0877 -0.6138 -0.4166 0.163


17
Properties=species:S:1:pos:R:3:forces:R:3:lowdin_charge:R:1 method="wB97M-V/def2-TZVPD" smiles=C1CCNC1.O energy_ev=-7863.6700
C 0.36721 1.13328 -0.41264 -0.5068 -0.5473 -0.3180 -0.203
N 0.18344 0.18091 0.69817 0.2432 0.8443 0.3213 -0.100
C 0.09988 -1.13716 0.09760 -0.2192 -0.8183 -0.7118 -0.225
C 1.01331 -1.10397 -1.15668 1.0181 0.7326 0.4942 -0.157
C 1.26617 0.42412 -1.41788 0.4065 -0.9016 -0.3769 -0.180
H 0.74535 2.10516 -0.12596 0.0031 0.0948 0.4513 0.112
H -0.64465 1.26083 -0.80317 0.1205 0.2483 -0.3813 0.117
H 1.03437 0.21824 1.24296 0.0436 -0.1331 0.2990 0.114
H -0.91714 -1.44697 -0.16790 -0.1370 0.5546 0.0522 0.107
H 0.40647 -1.86080 0.85363 0.1943 -0.1086 -0.1977 0.113
H 1.96783 -1.50313 -0.80727 0.0564 -0.1925 -0.3129 0.093
H 0.78227 -1.61740 -2.08321 -0.6794 -0.3291 0.2393 0.097
H 1.14577 0.73913 -2.45599 -0.4933 -0.1219 0.0425 0.100
H 2.33975 0.53623 -1.26450 -0.0495 0.6543 0.4699 0.096
H -1.52528 0.42780 1.66332 -0.2654 -0.1393 -0.2151 -0.008
H -2.95068 -0.18899 1.47514 -0.0636 -0.4438 -0.2611 0.008
O -2.47616 0.53109 1.87431 0.3285 0.6067 0.4049 -0.084


16
Properties=species:S:1:pos:R:3:forces:R:3:lowdin_charge:R:1 method="wB97M-V/def2-TZVPD" smiles=C1CCOC1.O energy_ev=-8403.9055
O 0.11722 -0.65852 -0.92804 0.1247 -0.2014 0.2165 -0.132
C -0.70063 -0.01346 0.05735 -0.2585 0.3779 -1.6031 -0.252
C 1.48141 -0.16649 -0.80908 -0.6856 -0.0314 -0.7872 -0.181
C 0.00723 1.26890 0.39384 -0.3068 0.1895 1.2603 -0.168
C 1.43708 0.78190 0.36908 1.5541 0.5998 0.5394 -0.190
H -1.70419 0.23097 -0.34085 0.5105 -0.4710 -0.1206 0.133
H -0.83450 -0.72972 0.89072 0.6185 1.1593 0.5213 0.115
H 2.23648 -0.96516 -0.67700 -0.6801 0.0997 -0.0381 0.122
H 1.67743 0.32448 -1.78170 0.1800 -0.0095 0.5297 0.122
H -0.13602 2.11311 -0.30776 -0.2308 -0.7464 0.0769 0.129
H -0.42454 1.56493 1.36924 0.7778 0.2937 -0.2346 0.124
H 1.70677 0.21850 1.28302 -0.2454 0.3580 -0.2926 0.123
H 2.19164 1.57999 0.23075 -0.3924 -0.2895 0.2551 0.119
O -2.32876 -2.21623 -0.07816 -0.5436 0.5347 0.4705 -0.090
H -3.12527 -1.64461 0.00591 0.8882 -0.6508 -0.0559 0.054
H -1.60134 -1.68856 0.32268 -1.3105 -1.2127 -0.7376 -0.027


12
Properties=species:S:1:pos:R:3:forces:R:3:lowdin_charge:R:1 method="wB97M-V/def2-TZVPD" energy_ev=-9810.7808
C -1.34248 -0.24630 0.17801 -0.1955 -1.8919 4.3317 -0.434
C 0.76995 0.07594 0.02610 -0.7799 3.5286 -1.1054 -0.380
N 2.11053 0.10588 0.10716 1.6560 -0.5107 -0.2655 0.113
C -0.02694 1.14901 -0.44033 2.8269 1.6183 1.1676 -0.092
C -0.11614 -0.89380 0.48411 -3.1112 0.4663 -0.4620 0.051
O -1.32097 1.08876 0.15503 1.2744 -2.3109 -3.9713 0.076
O -2.57213 -0.73469 0.20564 -1.0485 -1.1139 -0.0484 0.108
H -2.85921 -0.77980 -0.72195 -0.2501 0.0221 0.4048 0.136
H 2.63695 0.90940 -0.20931 -0.3521 -0.2872 0.2095 0.106
H 2.63880 -0.67134 0.48048 -0.2833 0.2043 -0.3632 0.102
H 0.03230 1.80947 -1.29194 0.4931 0.3635 0.5486 0.099
H 0.04935 -1.81254 1.02700 -0.2298 -0.0887 -0.4464 0.115